{"formula": "C18H54MnN19O10", "method": "ωB97M-V/def2-TZVPD", "symbols": ["Mn", "C", "C", "C", "C", "C", "C", "N", "O", "C", "C", "C", "H", "H", "H", "H", "H", "H", "H", "H", "H", "H", "H", "H", "H", "H", "H", "H", "H", "H", "C", "O", "N", "N", "H", "H", "H", "H", "C", "O", "N", "N", "H", "H", "H", "H", "C", "O", "N", "N", "H", "H", "H", "H", "C", "O", "N", "N", "H", "H", "H", "H", "C", "O", "N", "N", "H", "H", "H", "H", "C", "O", "N", "N", "H", "H", "H", "H", "C", "O", "N", "N", "H", "H", "H", "H", "C", "O", "N", "N", "H", "H", "H", "H", "C", "O", "N", "N", "H", "H", "H", "H"], "coordinates": [[-0.088, -0.407, -0.257], [0.433, 3.590, -1.021], [-0.358, 3.523, 0.265], [-0.913, 4.882, 0.508], [-2.086, 4.905, 1.428], [-3.238, 3.999, 1.031], [-2.738, 2.538, 0.723], [-1.499, 2.552, -0.095], [-1.115, 1.293, -0.468], [-3.934, 1.875, -0.032], [-2.484, 1.781, 1.984], [0.525, 3.079, 1.432], [0.967, 4.520, -1.083], [-0.241, 3.481, -1.867], [1.226, 2.774, -0.964], [-1.297, 5.402, -0.395], [-0.056, 5.498, 0.873], [-2.444, 5.925, 1.695], [-1.738, 4.547, 2.448], [-3.612, 4.435, 0.064], [-4.063, 3.960, 1.785], [-4.765, 2.082, 0.597], [-3.752, 0.782, -0.073], [-4.216, 2.372, -0.992], [-2.166, 0.783, 1.734], [-3.280, 1.934, 2.675], [-1.613, 2.155, 2.542], [0.654, 2.036, 1.099], [0.046, 3.274, 2.386], [1.439, 3.644, 1.198], [3.031, 1.559, 4.323], [2.966, 0.630, 3.512], [2.564, 2.756, 3.757], [3.418, 1.353, 5.593], [2.257, 2.635, 2.782], [2.796, 3.601, 4.248], [3.805, 0.476, 5.754], [3.681, 2.004, 6.271], [2.963, 0.117, -0.195], [1.886, 0.757, -0.198], [3.302, -0.749, -1.243], [3.830, 0.221, 0.868], [3.673, -1.608, -0.895], [2.500, -0.894, -1.858], [4.764, 0.087, 0.718], [3.587, 0.752, 1.713], [-2.016, -3.558, -4.848], [-2.163, -4.050, -3.737], [-1.881, -4.327, -5.957], [-2.093, -2.194, -4.925], [-1.540, -5.242, -5.693], [-1.577, -3.948, -6.829], [-1.868, -1.680, -4.102], [-2.185, -1.773, -5.816], [-0.113, -1.785, 2.646], [-0.725, -1.038, 1.890], [0.996, -1.485, 3.357], [-0.545, -3.112, 2.730], [1.651, -0.726, 3.159], [1.354, -2.293, 3.855], [0.210, -3.821, 2.627], [-1.280, -3.352, 2.119], [5.091, -3.435, 2.979], [4.340, -4.048, 2.233], [5.023, -2.047, 3.059], [6.068, -4.091, 3.654], [4.445, -1.428, 2.478], [5.584, -1.503, 3.694], [6.254, -5.020, 3.405], [6.682, -3.737, 4.359], [1.198, -3.496, -0.420], [1.024, -2.372, 0.082], [0.345, -3.902, -1.370], [2.194, -4.255, 0.060], [0.375, -4.884, -1.608], [-0.365, -3.226, -1.669], [2.353, -5.222, -0.196], [2.596, -3.941, 0.956], [-3.033, 1.570, -3.656], [-3.616, 1.463, -4.739], [-3.059, 0.562, -2.737], [-2.395, 2.803, -3.367], [-3.464, -0.368, -2.890], [-2.426, 0.625, -1.978], [-2.568, 3.517, -4.078], [-2.295, 3.034, -2.402], [-2.976, -2.230, -0.408], [-1.926, -1.804, -0.898], [-3.593, -3.291, -1.006], [-3.503, -1.710, 0.649], [-3.380, -3.418, -1.997], [-4.466, -3.698, -0.684], [-3.247, -0.797, 0.920], [-4.271, -2.159, 1.099], [0.685, -0.310, -3.197], [0.496, -1.160, -2.300], [0.429, 0.988, -3.033], [1.335, -0.691, -4.291], [0.448, 1.630, -3.848], [-0.189, 1.299, -2.299], [1.205, -1.683, -4.409], [1.759, -0.096, -4.991]], "lowdin_charge": [0.9436, -0.0426, -0.5123, -0.1752, -0.2140, -0.1259, -0.4961, -0.1475, -0.3385, -0.0261, -0.0333, -0.0495, 0.0808, 0.0644, 0.0829, 0.1339, 0.1398, 0.1229, 0.1178, 0.1278, 0.1320, 0.0663, 0.0548, 0.0932, 0.0393, 0.0861, 0.0790, 0.0652, 0.0745, 0.0984, -0.5807, -0.0654, 0.1718, 0.2110, 0.0674, 0.1005, 0.0903, 0.0970, -0.5326, -0.0540, 0.1886, 0.1892, 0.0906, 0.0649, 0.0698, 0.0776, -0.6647, -0.0025, 0.1684, 0.1835, 0.1140, 0.0966, 0.0709, 0.0936, -0.6206, -0.0322, 0.2056, 0.1574, 0.0723, 0.1105, 0.1147, 0.0721, -0.6438, 0.0020, 0.1518, 0.1692, 0.0652, 0.0874, 0.0916, 0.1009, -0.6515, -0.0689, 0.2027, 0.1882, 0.1168, 0.0786, 0.1159, 0.0815, -0.6364, -0.0139, 0.1710, 0.1511, 0.1150, 0.0212, 0.1113, 0.0415, -0.6700, -0.0369, 0.1828, 0.2231, 0.0803, 0.1116, 0.0702, 0.1252, -0.6678, -0.0742, 0.2150, 0.1911, 0.1441, 0.0435, 0.1189, 0.1276], "e_tot_ev": -99654.725, "s_squared": 8.753, "largest_force_ev_per_a": 3.75, "mol_weight_g_mol": 751.7, "multiplicity": 6, "orbital_gap_ev": [6.801, 6.918], "total_charge": 1, "homo_energy_ev": [-8.585, -8.703]}

{"formula": "CHFIPS", "method": "ωB97M-V/def2-TZVPD", "symbols": ["C", "F", "P", "S", "I", "H"], "coordinates": [[0.001, 0.404, -0.796], [1.120, 1.657, 0.929], [0.787, 2.054, -0.566], [-0.267, -0.266, -2.229], [2.995, 1.369, -1.568], [-0.172, -0.317, 0.077]], "lowdin_charge": [-1.0134, -0.4208, 0.4856, 0.5834, 0.3249, 0.0403], "e_tot_ev": -31995.269, "largest_force_ev_per_a": 1.81, "mol_weight_g_mol": 222.0, "multiplicity": 1, "orbital_gap_ev": 7.576, "total_charge": 0, "de_lowest_ev": 0.155, "homo_energy_ev": -9.064}

{"formula": "C6H11NO2Si", "method": "ωB97M-V/def2-TZVPD", "symbols": ["C", "C", "C", "C", "C", "C", "N", "O", "O", "Si", "H", "H", "H", "H", "H", "H", "H", "H", "H", "H", "H"], "coordinates": [[-2.830, -1.524, -1.338], [-2.638, -1.523, -2.678], [-2.366, -1.225, 0.314], [1.743, 1.065, -1.264], [2.008, -0.763, 1.336], [0.579, 2.012, 1.552], [-1.350, -0.651, 0.732], [-2.549, -1.572, -3.836], [-0.426, -0.153, -0.149], [0.994, 0.550, 0.400], [-3.831, -1.929, -1.192], [-3.101, -1.612, 0.986], [1.015, 1.595, -1.867], [2.599, 1.715, -1.125], [2.072, 0.201, -1.832], [1.399, -1.237, 2.102], [2.352, -1.546, 0.666], [2.882, -0.340, 1.822], [-0.286, 1.773, 2.166], [1.398, 2.256, 2.220], [0.336, 2.908, 0.988]], "lowdin_charge": [-0.0140, -0.2164, -0.0702, -0.1540, -0.1609, -0.1584, -0.0390, 0.1643, -0.2236, 0.4950, 0.0659, 0.0890, 0.0286, 0.0248, 0.0278, 0.0248, 0.0246, 0.0229, 0.0225, 0.0224, 0.0235], "e_tot_ev": -19861.110, "largest_force_ev_per_a": 5.26, "mol_weight_g_mol": 157.2, "multiplicity": 1, "orbital_gap_ev": 9.628, "total_charge": 0, "de_lowest_ev": 0.000, "homo_energy_ev": -8.923}

{"formula": "C4H8BN", "method": "ωB97M-V/def2-TZVPD", "symbols": ["B", "C", "C", "C", "C", "N", "H", "H", "H", "H", "H", "H", "H", "H"], "coordinates": [[0.605, -1.818, 0.107], [-0.722, -0.924, 0.037], [1.282, 1.296, -0.046], [-1.042, 0.520, 0.048], [-0.203, 1.551, 0.002], [-1.673, -1.769, -0.090], [0.813, -2.375, 1.110], [1.516, 0.615, -0.861], [1.611, 0.805, 0.870], [1.866, 2.203, -0.173], [1.188, -2.057, -0.872], [-2.604, -1.357, -0.201], [-2.108, 0.732, 0.070], [-0.531, 2.577, -0.002]], "lowdin_charge": [0.0599, -0.3724, -0.0959, -0.0988, -0.1254, 0.1129, 0.0192, 0.0718, 0.0828, 0.0714, 0.0182, 0.0584, 0.1007, 0.0972], "e_tot_ev": -6441.950, "largest_force_ev_per_a": 1.57, "mol_weight_g_mol": 80.9, "multiplicity": 1, "orbital_gap_ev": 9.938, "total_charge": 0, "de_lowest_ev": 2.619, "homo_energy_ev": -9.533}

{"formula": "C20H43Cl2NO6", "method": "ωB97M-V/def2-TZVPD", "symbols": ["C", "C", "C", "Cl", "C", "C", "N", "C", "C", "O", "Cl", "O", "C", "O", "H", "H", "H", "H", "H", "H", "H", "H", "H", "H", "H", "H", "H", "C", "C", "O", "C", "C", "H", "H", "H", "H", "H", "H", "H", "H", "H", "H", "C", "C", "O", "C", "C", "H", "H", "H", "H", "H", "H", "H", "H", "H", "H", "C", "C", "O", "C", "C", "H", "H", "H", "H", "H", "H", "H", "H", "H", "H"], "coordinates": [[0.017, 1.283, 0.606], [-1.371, 0.976, 1.417], [-2.129, -0.313, 0.808], [-2.114, -1.709, 2.016], [-3.642, 0.021, 0.289], [-3.483, 1.230, -0.767], [-4.607, 1.351, -1.749], [-4.525, 0.458, 1.590], [-5.922, 1.110, 1.153], [-6.873, 0.449, 0.657], [-6.189, 2.937, 1.341], [-4.322, -1.153, -0.248], [-3.662, -1.671, -1.415], [-4.297, -2.476, -2.190], [0.002, 0.858, -0.463], [0.174, 2.415, 0.532], [0.876, 0.807, 1.214], [-1.987, 1.937, 1.410], [-1.051, 0.756, 2.500], [-1.483, -0.665, -0.085], [-3.484, 2.211, -0.144], [-2.473, 1.220, -1.332], [-5.263, 2.052, -1.361], [-4.184, 1.820, -2.577], [-4.791, -0.543, 2.108], [-3.932, 1.073, 2.346], [-2.611, -1.378, -1.751], [4.889, 2.332, -0.885], [3.511, 1.824, -1.276], [2.715, 2.797, -1.940], [3.233, 3.311, -3.160], [3.453, 2.247, -4.222], [4.803, 3.213, -0.241], [5.443, 1.557, -0.348], [5.479, 2.621, -1.755], [2.969, 1.544, -0.369], [3.584, 0.916, -1.884], [4.152, 3.876, -2.971], [2.499, 4.033, -3.531], [4.185, 1.501, -3.907], [3.815, 2.703, -5.146], [2.519, 1.720, -4.433], [10.054, 2.284, 1.622], [8.726, 1.570, 1.436], [8.633, 0.855, 0.209], [9.591, -0.175, 0.004], [9.540, -1.269, 1.057], [10.233, 2.980, 0.796], [10.057, 2.844, 2.561], [10.893, 1.587, 1.647], [7.925, 2.314, 1.425], [8.516, 0.904, 2.279], [10.596, 0.254, -0.071], [9.372, -0.615, -0.973], [9.760, -0.886, 2.056], [10.270, -2.050, 0.830], [8.544, -1.719, 1.092], [-6.583, -3.342, -0.319], [-8.034, -3.791, -0.318], [-8.250, -5.019, 0.368], [-7.900, -5.040, 1.745], [-8.663, -4.025, 2.580], [-5.945, -4.111, -0.764], [-6.462, -2.417, -0.886], [-6.217, -3.162, 0.694], [-8.352, -3.952, -1.352], [-8.687, -3.012, 0.087], [-6.819, -4.913, 1.862], [-8.133, -6.044, 2.110], [-8.461, -3.000, 2.262], [-8.382, -4.112, 3.633], [-9.740, -4.189, 2.490]], "lowdin_charge": [-0.1140, -0.2491, -0.5768, 0.5873, -0.4207, -0.1990, 0.0156, -0.0741, -0.6490, 0.0059, 0.5599, -0.0581, -0.1774, 0.0126, 0.0746, 0.0830, 0.0831, 0.0976, 0.1032, 0.0943, 0.1195, 0.1366, 0.0548, 0.0862, 0.1351, 0.1242, 0.1580, -0.0752, -0.2803, -0.1711, -0.2799, -0.0818, 0.0843, 0.0755, 0.0677, 0.1024, 0.1071, 0.1058, 0.1178, 0.0656, 0.0779, 0.0809, -0.0813, -0.2815, -0.1704, -0.2798, -0.0821, 0.0835, 0.0779, 0.0646, 0.1143, 0.1053, 0.1053, 0.1184, 0.0648, 0.0777, 0.0818, -0.0865, -0.2680, -0.1629, -0.2840, -0.0840, 0.0845, 0.0653, 0.0649, 0.1191, 0.1050, 0.1038, 0.1163, 0.0623, 0.0744, 0.0809], "e_tot_ev": -60253.385, "largest_force_ev_per_a": 6.59, "mol_weight_g_mol": 464.5, "multiplicity": 1, "orbital_gap_ev": 9.213, "total_charge": 0, "homo_energy_ev": -9.089}